1.
Here is a 4-piece molecular cluster, C23H26BF3 overall from the Open Molecules 2025 dataset. Energies are from ωB97M-V with the def2-TZVPD basis set.

Structure (XYZ):
```
53
C23H26BF3 | the Open Molecules 2025 dataset | ωB97M-V with the def2-TZVPD basis set
F 0.07437 6.80478 3.16826
C 0.17192 5.60461 2.55765
C -0.57003 4.54743 3.04376
C -0.46825 3.31731 2.40914
C 0.37118 3.16219 1.31427
C 1.10840 4.24111 0.84743
C 1.00976 5.47835 1.46810
H -1.21283 4.69138 3.90156
H -1.04909 2.47954 2.77111
H 0.44922 2.20167 0.82335
H 1.76411 4.12028 -0.00490
H 1.56904 6.33532 1.11802
F 3.85076 -1.70140 0.11972
C 4.75156 -2.52639 -0.46033
C 4.31336 -3.72585 -0.98223
C 5.24194 -4.56542 -1.58069
C 6.57989 -4.20098 -1.64079
C 6.99272 -2.98911 -1.10423
C 6.07371 -2.13615 -0.51009
H 3.26682 -3.99104 -0.91798
H 4.91715 -5.50773 -2.00114
H 7.29981 -4.86087 -2.10555
H 8.03542 -2.70417 -1.14675
H 6.37042 -1.18419 -0.09141
F -3.28693 1.21497 2.40700
C -3.71985 -0.05373 2.25116
C -2.81964 -1.01880 1.84956
C -3.26458 -2.32308 1.69142
C -4.59516 -2.64016 1.92856
C -5.48184 -1.64957 2.32882
C -5.04644 -0.34263 2.49760
H -1.78863 -0.74775 1.66256
H -2.56938 -3.09183 1.38122
H -4.94043 -3.65725 1.80120
H -6.52009 -1.89326 2.51066
H -5.71848 0.44311 2.81465
C 1.82337 -0.25285 -1.68746
C 0.50943 -0.22346 -2.00780
B -0.33432 1.06359 -2.11025
C -1.74006 1.15962 -2.80600
C -2.88115 0.58381 -1.92684
C -3.24185 -0.87106 -2.23074
H 2.54211 0.39260 -2.18430
H 2.19350 -0.90683 -0.90072
H 0.04381 -1.20666 -2.12629
H 0.09166 2.03607 -1.55709
H -1.73207 0.72832 -3.81171
H -1.94683 2.22507 -2.94527
H -2.60206 0.67402 -0.87282
H -3.76840 1.19989 -2.07674
H -2.63816 -1.58523 -1.66836
H -3.20730 -1.09399 -3.29730
H -4.27158 -1.05363 -1.91095
```

Calculated values
HOMO-LUMO gap = 8.7 eV
DFT total energy = -1216.36684 a.u.
SMILES = Fc1ccccc1.Fc1ccccc1.Fc1ccccc1.C=CBCCC

2.
Here is a 3-piece molecular cluster, C23H26BrF2I2NO4 overall from the Open Molecules 2025 dataset. Energies are from ωB97M-V with the def2-TZVPD basis set.

Structure (XYZ):
```
59
C23H26BrF2I2NO4 | the Open Molecules 2025 dataset | ωB97M-V with the def2-TZVPD basis set
C 2.36220 -1.32268 3.38575
C 2.25749 -1.14861 1.90125
I 1.55101 -2.91134 0.99209
C 2.51930 -0.06523 1.15988
I 3.09938 1.72719 2.10101
C 2.50153 0.07046 -0.34385
C 1.38970 1.00310 -0.86333
C 0.17796 0.36728 -1.56631
C 0.52020 -0.46158 -2.77189
O 0.80517 0.01783 -3.84361
O 0.37924 -1.80640 -2.59283
O 3.80426 0.56134 -0.68891
C 4.20120 0.48061 -2.04294
C 4.69124 1.86019 -2.49025
N 3.67425 2.84233 -2.81096
C 5.38158 -0.52181 -2.22515
C 5.18260 -1.79492 -1.47646
O 5.32716 -1.97863 -0.31764
Br 4.58912 -3.29253 -2.61167
H 1.42052 -1.69679 3.79454
H 3.14331 -2.05548 3.61020
H 2.61405 -0.38371 3.87732
H 2.36565 -0.93577 -0.75633
H 1.83085 1.72213 -1.56009
H 0.98771 1.59371 -0.03684
H -0.45094 -0.19332 -0.87143
H -0.41658 1.20788 -1.93983
H 1.21937 -2.27041 -2.73985
H 3.36415 0.16787 -2.67995
H 5.27275 2.24827 -1.64538
H 5.38345 1.75178 -3.32984
H 3.01512 2.49986 -3.49860
H 3.16778 3.11434 -1.97832
H 5.48406 -0.71012 -3.29500
H 6.30884 -0.07573 -1.85505
F -1.85878 1.82554 0.61798
C -3.07466 1.86438 0.02646
C -3.93134 2.90181 0.33213
C -5.17819 2.92508 -0.27721
C -5.54502 1.92705 -1.17079
C -4.66087 0.89609 -1.45779
C -3.41244 0.85923 -0.85475
H -3.62436 3.66658 1.03244
H -5.86457 3.73040 -0.05313
H -6.51813 1.95361 -1.64160
H -4.94228 0.11287 -2.14844
H -2.71217 0.06011 -1.05263
F -1.56327 -1.73994 4.37933
C -2.77759 -1.80105 3.79296
C -3.40223 -3.02717 3.68825
C -4.65216 -3.08165 3.08917
C -5.25522 -1.92504 2.61501
C -4.60393 -0.70560 2.73758
C -3.34993 -0.63484 3.32802
H -2.91375 -3.91362 4.06888
H -5.15813 -4.03348 2.99865
H -6.23182 -1.97373 2.15267
H -5.07031 0.19838 2.37021
H -2.82355 0.30390 3.43685
```

Calculated values
HOMO-LUMO gap = 8.8 eV
DFT total energy = -4616.85880 a.u.
SMILES = C/C(I)=C(\I)[C@@H](CCC(=O)O)O[C@@H](CN)CC(=O)Br.Fc1ccccc1.Fc1ccccc1

3.
Here is C23H26BrFIrN2O11P2 as an isolated structure from the Open Molecules 2025 dataset. Energies are from ωB97M-V with the def2-TZVPD basis set.

Structure (XYZ):
```
67
C23H26BrFIrN2O11P2 | the Open Molecules 2025 dataset | ωB97M-V with the def2-TZVPD basis set
Ir 0.03598 -0.23864 -0.13077
N -1.44684 4.62619 0.13219
C -1.02954 3.26180 0.65066
C -1.17249 3.22249 2.16772
P 0.72673 3.08282 0.04409
O 1.61541 3.47429 1.32775
O 0.88037 4.13641 -0.99010
O 1.07717 1.65143 -0.31469
P -2.21294 2.09159 -0.22531
O -2.95007 1.29799 0.93511
O -3.14143 3.00705 -0.93727
O -1.35088 1.14078 -1.03771
H -1.59877 5.29124 0.88498
H -2.32190 4.44190 -0.41828
H -0.68487 4.94175 -0.50104
H -0.56654 4.00306 2.63220
H -0.84294 2.25338 2.53639
H -2.21715 3.34356 2.45855
H 1.74822 2.72700 1.92464
H -2.52564 0.43681 1.11232
Br 2.80936 0.02755 1.05959
C 3.22195 -1.78224 0.78722
C 4.48823 -2.19675 1.07557
C 4.83062 -3.54905 0.90760
C 3.88003 -4.41632 0.46474
C 2.57048 -3.98322 0.14119
C 1.65241 -4.93041 -0.36171
C 0.43004 -4.51049 -0.77151
C 0.06765 -3.15387 -0.66141
C 0.86548 -2.18706 -0.10332
C 2.19104 -2.61217 0.28406
H 5.21504 -1.48470 1.44076
H 5.83434 -3.88431 1.13077
H 4.10979 -5.46692 0.33624
H 1.95414 -5.96762 -0.43490
H -0.28471 -5.20346 -1.19660
H -0.87567 -2.90354 -1.10666
F -0.36404 0.24720 1.71888
O -2.36140 -1.45672 -1.89955
C -2.51015 -1.61510 -0.70609
O -1.66451 -1.20401 0.22784
C -3.68697 -2.32275 -0.12038
C -3.68706 -2.76371 1.19539
C -4.76678 -3.48024 1.71771
C -5.81792 -3.71756 0.86878
O -6.97677 -4.38917 1.13152
C -7.72549 -4.38588 -0.08515
O -6.99251 -3.64051 -1.05265
C -5.82134 -3.27058 -0.44374
C -4.77071 -2.57789 -0.97586
H -2.83214 -2.54717 1.81988
H -4.77741 -3.83140 2.73957
H -8.69028 -3.90656 0.08747
H -7.84910 -5.41396 -0.43306
H -4.75518 -2.22831 -1.99806
C 1.13346 1.60047 -4.91268
N 0.47064 0.62524 -4.05507
C -0.62506 -0.21136 -4.54768
C 0.89430 0.42669 -2.82945
O 0.40092 -0.50015 -2.14350
H 0.45455 1.87881 -5.71392
H 2.04550 1.19415 -5.35116
H 1.37052 2.49398 -4.33705
H -0.94237 0.17081 -5.51380
H -1.44665 -0.18235 -3.83284
H -0.30133 -1.24706 -4.64865
H 1.65802 1.10049 -2.44206
```

Calculated values
Spin multiplicity = 2
HOMO-LUMO gap (alpha / beta) = 8.0 / 6.4 eV
DFT total energy = -5290.32866 a.u.